[1]
{
  "formula": "C29H44IrN3O7PS8Te",
  "method": "ωB97M-V with the def2-TZVPD basis set",
  "spin_multiplicity": 2,
  "e_lumo_ev": [3.7, 3.7],
  "charge": -2,
  "homo_ev": [-0.573, -0.988],
  "homo_lumo_gap_ev": [4.3054, 4.7207],
  "e_above_lowest_kj_mol": 24.82,
  "symbols": ["Ir", "C", "C", "C", "C", "C", "C", "C", "S", "O", "O", "N", "C", "C", "O", "O", "H", "H", "H", "H", "H", "H", "H", "H", "H", "C", "S", "C", "C", "S", "S", "C", "S", "S", "H", "H", "H", "Te", "C", "C", "C", "C", "S", "H", "H", "H", "C", "H", "H", "C", "C", "O", "P", "O", "C", "C", "O", "C", "C", "H", "H", "H", "H", "H", "H", "H", "H", "H", "H", "H", "H", "H", "H", "H", "C", "C", "N", "C", "S", "N", "C", "C", "H", "H", "H", "H", "H", "H", "H", "H", "H", "H", "H", "H"],
  "xyz": [[-0.3018, 0.0329, 0.2802], [-1.0569, -4.0032, -7.1563], [-1.3078, -3.6286, -5.7199], [-0.3051, -3.0398, -4.9543], [-0.5270, -2.6785, -3.6349], [-1.7737, -2.8992, -3.0686], [-2.7828, -3.4886, -3.8122], [-2.5479, -3.8491, -5.1311], [-2.0283, -2.5825, -1.3235], [-1.1922, -3.5166, -0.6287], [-3.4666, -2.7314, -1.1526], [-1.5674, -1.0728, -1.0926], [-2.3902, -0.1588, -1.8991], [-2.5024, 1.2556, -1.3312], [-3.3335, 2.0183, -1.8152], [-1.7128, 1.5468, -0.3613], [-0.0017, -4.2199, -7.3270], [-1.3396, -3.1909, -7.8314], [-1.6352, -4.8837, -7.4411], [0.6705, -2.8750, -5.3961], [0.2629, -2.2412, -3.0323], [-3.7438, -3.6547, -3.3449], [-3.3395, -4.3148, -5.7095], [-3.4108, -0.5317, -1.9972], [-1.9862, -0.0597, -2.9172], [-2.4425, 2.8305, 4.1059], [-0.7898, 3.5766, 4.0551], [-0.6697, 3.9332, 2.3372], [-0.0898, 3.1759, 1.3844], [0.8269, 1.6889, 1.5632], [-0.0499, 3.9108, -0.2066], [-0.7263, 5.4444, 0.1933], [-0.8439, 6.7276, -0.8544], [-1.2508, 5.5070, 1.8426], [-2.6272, 2.5280, 5.1371], [-2.4621, 1.9467, 3.4740], [-3.2045, 3.5439, 3.7962], [2.0894, -3.1432, 0.2194], [3.7338, -4.4568, -1.1836], [4.2858, -5.6407, -0.7559], [5.0705, -6.3360, -1.7223], [5.1369, -5.6821, -2.9173], [4.2172, -4.2266, -2.8186], [4.1268, -6.0147, 0.2497], [5.5663, -7.2827, -1.5357], [5.6583, -5.9823, -3.8143], [1.3662, -1.1077, 0.9133], [1.3658, -1.2630, 1.9993], [2.2470, -0.4874, 0.7131], [-0.0228, -1.6697, 4.6292], [-0.4250, -0.3029, 4.1125], [-1.6513, -0.3560, 3.3647], [-1.6492, -0.8133, 1.7991], [-3.2121, -0.7107, 1.5383], [-3.9300, 0.5270, 1.4558], [-4.8467, 0.6568, 2.6543], [-1.4386, -2.3766, 1.8713], [-2.4126, -3.3226, 2.3217], [-1.7104, -4.6561, 2.4280], [0.8287, -1.5651, 5.3057], [0.2692, -2.3322, 3.8145], [-0.8482, -2.1312, 5.1763], [0.3573, 0.1411, 3.4971], [-0.6267, 0.3817, 4.9396], [-4.5018, 0.4865, 0.5281], [-3.2337, 1.3637, 1.3668], [-5.5773, -0.1536, 2.6639], [-5.3809, 1.6087, 2.6130], [-4.2748, 0.6123, 3.5823], [-3.2205, -3.3506, 1.5891], [-2.8157, -2.9926, 3.2858], [-1.2252, -4.8804, 1.4782], [-2.4342, -5.4407, 2.6621], [-0.9474, -4.6339, 3.2077], [2.7901, -0.4151, -4.7866], [3.3505, -0.7786, -3.4218], [3.5031, 0.3759, -2.5379], [2.5397, 0.8030, -1.6965], [0.9382, 0.2649, -1.8671], [2.9056, 1.6381, -0.7181], [4.1410, 2.3830, -0.6394], [4.2287, 3.4950, -1.6802], [2.5714, -1.3290, -5.3398], [3.5012, 0.1780, -5.3662], [1.8657, 0.1531, -4.6816], [4.3424, -1.2181, -3.5205], [2.7218, -1.5185, -2.9204], [4.4461, 0.5793, -2.2537], [2.1754, 1.8396, -0.0263], [5.0055, 1.7116, -0.7121], [4.1747, 2.8024, 0.3661], [4.1990, 3.0890, -2.6918], [5.1561, 4.0589, -1.5590], [3.3881, 4.1799, -1.5664]],
  "lowdin_charge": [0.759, -0.067, -0.287, -0.032, -0.040, -0.260, -0.054, -0.055, 0.543, -0.350, -0.342, -0.371, -0.214, -0.681, 0.010, -0.284, 0.071, 0.075, 0.068, 0.097, 0.075, 0.104, 0.102, 0.111, 0.113, -0.391, 0.797, -0.998, -0.998, 0.613, 0.935, -1.490, 0.445, 0.878, 0.036, 0.001, 0.039, 0.822, -0.797, -0.331, -0.268, -0.497, 0.824, 0.066, 0.075, 0.030, -0.837, -0.090, -0.106, -0.074, -0.303, -0.269, 0.600, -0.235, -0.257, -0.074, -0.286, -0.268, -0.067, 0.076, 0.063, 0.076, 0.030, 0.105, 0.126, 0.100, 0.074, 0.077, 0.060, 0.108, 0.113, 0.067, 0.071, 0.070, -0.091, -0.282, 0.016, -0.729, 0.751, -0.033, -0.238, -0.081, 0.060, 0.065, 0.057, 0.094, 0.062, 0.118, -0.037, 0.108, 0.118, 0.065, 0.067, 0.073]
}



[2]
{
  "formula": "C29H45Br2Cl32N3",
  "method": "ωB97M-V with the def2-TZVPD basis set",
  "e_lumo_ev": -0.8,
  "homo_ev": -9.096,
  "homo_lumo_gap_ev": 8.2896,
  "symbols": ["C", "C", "Br", "C", "Br", "C", "C", "N", "C", "C", "C", "C", "C", "C", "N", "C", "C", "N", "H", "H", "H", "H", "H", "H", "H", "H", "H", "H", "H", "H", "H", "C", "Cl", "Cl", "H", "H", "C", "Cl", "Cl", "H", "H", "C", "Cl", "Cl", "H", "H", "C", "Cl", "Cl", "H", "H", "C", "Cl", "Cl", "H", "H", "C", "Cl", "Cl", "H", "H", "C", "Cl", "Cl", "H", "H", "C", "Cl", "Cl", "H", "H", "C", "Cl", "Cl", "H", "H", "C", "Cl", "Cl", "H", "H", "C", "Cl", "Cl", "H", "H", "C", "Cl", "Cl", "H", "H", "C", "Cl", "Cl", "H", "H", "C", "Cl", "Cl", "H", "H", "C", "Cl", "Cl", "H", "H", "C", "Cl", "Cl", "H", "H"],
  "xyz": [[-2.3041, 2.9662, 5.1429], [-2.0460, 1.5749, 5.7809], [-2.5822, 0.1043, 4.5655], [-0.6232, 1.4227, 6.3888], [-0.4182, -0.4310, 7.0277], [0.5201, 1.6948, 5.4163], [1.7298, 2.2800, 5.9310], [2.8016, 2.5713, 5.2303], [2.6218, 2.2460, 3.9110], [3.6787, 2.5351, 2.9991], [3.5832, 2.2375, 1.6613], [2.4173, 1.5967, 1.1371], [2.2466, 1.2465, -0.3574], [0.8347, 1.7094, -0.7881], [0.6582, 2.5375, -1.7393], [1.3880, 1.3130, 2.0048], [1.4617, 1.6417, 3.3833], [0.3734, 1.3536, 4.1607], [-3.0797, 2.8399, 4.3727], [-2.7700, 3.6071, 5.9115], [-1.4070, 3.4435, 4.7310], [-2.7473, 1.4843, 6.6234], [-0.5447, 2.1536, 7.2076], [1.7635, 2.5022, 7.0064], [4.5962, 2.9899, 3.3521], [4.3789, 2.4814, 0.9514], [2.9593, 1.8781, -0.9086], [2.3955, 0.1721, -0.5383], [-0.0733, 1.3723, -0.2725], [1.5677, 2.7899, -2.1400], [0.4743, 0.8208, 1.6646], [-0.3543, -2.1849, 2.6072], [-0.6831, -3.9114, 2.4206], [-0.5364, -1.3170, 1.0748], [-1.0512, -1.7718, 3.3270], [0.6631, -2.0570, 2.9617], [1.1328, 0.6528, -4.5034], [2.7987, 0.5364, -3.9188], [0.5424, -0.9042, -5.0976], [0.4967, 0.9793, -3.6861], [1.0954, 1.3730, -5.3133], [3.1904, 6.3612, 3.0664], [2.8149, 7.6202, 1.8906], [4.0062, 5.0000, 2.2857], [3.8294, 6.7642, 3.8450], [2.2600, 6.0074, 3.4971], [0.9304, -2.8732, 9.7113], [2.5281, -2.4229, 9.1037], [-0.1402, -3.3805, 8.4007], [1.0392, -3.6942, 10.4116], [0.4906, -2.0154, 10.2094], [-0.0063, -2.7472, -8.2795], [-0.4802, -1.6680, -9.5965], [0.8503, -4.1699, -8.8888], [0.6472, -2.2078, -7.6019], [-0.8979, -3.0730, -7.7547], [0.8635, -4.3760, -12.5844], [2.3650, -4.2273, -13.5072], [-0.0391, -5.8235, -13.0532], [1.1044, -4.4410, -11.5295], [0.2476, -3.5031, -12.7713], [-3.3716, 1.6812, -1.9164], [-4.8854, 2.5678, -2.1356], [-3.0164, 0.6467, -3.3045], [-2.5611, 2.3940, -1.7979], [-3.4544, 1.0609, -1.0302], [2.4446, -8.1688, -13.9188], [3.9446, -8.0168, -14.8435], [1.5423, -9.6167, -14.3850], [2.6881, -8.2322, -12.8637], [1.8281, -7.2970, -14.1048], [-0.4619, 5.8938, -1.6901], [-0.0332, 6.8188, -3.1376], [0.5706, 6.2929, -0.3181], [-1.4925, 6.1115, -1.4300], [-0.3494, 4.8356, -1.9092], [0.7925, 5.4752, -6.4956], [0.5745, 3.7206, -6.4929], [0.4582, 6.1762, -8.0823], [0.1093, 5.9029, -5.7692], [1.8177, 5.6987, -6.2216], [6.3992, -2.0809, 9.2865], [5.6269, -2.1582, 7.6991], [7.1961, -0.5250, 9.5475], [5.6407, -2.2181, 10.0502], [7.1408, -2.8694, 9.3528], [-1.9965, 6.6455, 2.7842], [-0.3667, 6.4104, 3.4263], [-2.5909, 5.1895, 1.9771], [-2.6634, 6.8891, 3.6041], [-1.9736, 7.4594, 2.0674], [-5.1880, -2.1403, 6.2898], [-3.6054, -2.5484, 6.9586], [-5.8719, -3.4864, 5.3706], [-5.8599, -1.8957, 7.1056], [-5.0758, -1.2861, 5.6296], [-3.1244, 3.6371, -7.3590], [-3.7147, 2.5612, -8.6313], [-3.2299, 2.8770, -5.7658], [-2.0870, 3.8822, -7.5615], [-3.7260, 4.5398, -7.3569], [-2.4408, -6.6049, 4.0225], [-3.4895, -6.8055, 5.4302], [-3.1153, -7.4026, 2.5946], [-2.3331, -5.5460, 3.8131], [-1.4716, -7.0398, 4.2420], [-3.7928, -10.2057, 0.2893], [-4.1131, -8.9590, -0.9230], [-2.9979, -11.6154, -0.4223], [-3.1480, -9.7907, 1.0560], [-4.7352, -10.5186, 0.7254]],
  "lowdin_charge": [-0.131, -0.722, 0.688, -0.644, 0.679, -0.341, -0.071, 0.155, -0.213, -0.156, -0.097, -0.191, -0.109, -0.212, 0.089, -0.005, -0.177, 0.185, 0.051, 0.084, 0.059, 0.082, 0.108, 0.122, 0.072, 0.111, 0.102, 0.120, 0.089, 0.049, 0.034, -1.002, 0.556, 0.557, -0.053, 0.035, -1.023, 0.528, 0.536, -0.009, -0.037, -0.975, 0.497, 0.681, 0.035, -0.030, -1.015, 0.494, 0.468, 0.026, 0.026, -1.024, 0.509, 0.534, -0.024, 0.030, -1.013, 0.516, 0.538, -0.045, 0.025, -1.028, 0.505, 0.487, 0.010, 0.023, -1.061, 0.494, 0.498, 0.028, -0.060, -1.022, 0.532, 0.493, 0.023, -0.014, -1.022, 0.548, 0.517, -0.027, 0.029, -1.033, 0.485, 0.502, 0.010, 0.025, -1.005, 0.522, 0.509, 0.026, 0.026, -1.036, 0.473, 0.504, 0.026, -0.016, -1.033, 0.507, 0.477, -0.026, 0.026, -1.038, 0.502, 0.521, -0.035, 0.028, -1.047, 0.494, 0.500, -0.023, 0.027]
}



no.,largest force on an atom (Eh/bohr)
1,0.0122
2,0.0354